Entry 1:
{
  "formula": "C32H90N6O10",
  "method": "ωB97M-V/def2-TZVPD",
  "lumo_ev": 0.725,
  "e_above_lowest_kj_mol": 253.3,
  "spin_multiplicity": 1,
  "orbital_gap_ev": 9.603,
  "e_tot_ha": -2353.889291,
  "smiles": "COC[C@H](C)N.COC[C@H](C)N.COC[C@H](C)N.COC[C@H](C)N.COC[C@H](C)N.COC[C@H](C)N.CCO.CCO.CCO.CCO",
  "e_homo_ev": -8.878,
  "species": ["C", "C", "O", "H", "H", "H", "H", "H", "H", "C", "C", "O", "H", "H", "H", "H", "H", "H", "C", "C", "O", "H", "H", "H", "H", "H", "H", "C", "C", "O", "H", "H", "H", "H", "H", "H", "C", "C", "C", "O", "C", "N", "H", "H", "H", "H", "H", "H", "H", "H", "H", "H", "H", "C", "C", "C", "O", "C", "N", "H", "H", "H", "H", "H", "H", "H", "H", "H", "H", "H", "C", "C", "C", "O", "C", "N", "H", "H", "H", "H", "H", "H", "H", "H", "H", "H", "H", "C", "C", "C", "O", "C", "N", "H", "H", "H", "H", "H", "H", "H", "H", "H", "H", "H", "C", "C", "C", "O", "C", "N", "H", "H", "H", "H", "H", "H", "H", "H", "H", "H", "H", "C", "C", "C", "O", "C", "N", "H", "H", "H", "H", "H", "H", "H", "H", "H", "H", "H"],
  "xyz": [[8.934, 22.191, 11.777], [9.698, 23.330, 12.443], [10.550, 22.870, 13.522], [8.223, 22.662, 11.180], [8.366, 21.782, 12.599], [9.578, 21.437, 11.220], [8.895, 23.995, 12.777], [10.327, 23.815, 11.716], [10.003, 22.664, 14.282], [10.726, 16.963, 13.193], [12.060, 16.210, 13.381], [11.765, 14.808, 13.406], [10.330, 16.476, 12.305], [10.840, 18.023, 12.966], [9.963, 16.916, 13.983], [12.577, 16.375, 14.305], [12.715, 16.602, 12.615], [12.610, 14.395, 13.064], [17.190, 14.991, 16.317], [15.721, 14.685, 16.618], [14.884, 15.501, 15.729], [17.813, 14.603, 17.102], [17.265, 16.082, 16.220], [17.379, 14.572, 15.344], [15.474, 14.750, 17.684], [15.550, 13.606, 16.270], [13.931, 15.549, 15.968], [12.114, 13.932, 18.557], [11.251, 13.901, 17.281], [11.828, 14.642, 16.212], [13.155, 13.625, 18.428], [11.710, 13.322, 19.310], [12.094, 15.035, 18.820], [10.229, 14.245, 17.583], [11.063, 12.884, 16.901], [11.443, 14.546, 15.311], [16.672, 16.340, 11.213], [15.166, 16.402, 11.013], [14.890, 17.687, 10.305], [13.598, 17.737, 9.776], [13.045, 18.996, 9.629], [14.684, 15.203, 10.313], [17.220, 16.420, 10.235], [17.068, 15.563, 11.870], [17.105, 17.197, 11.705], [14.597, 16.441, 11.950], [15.590, 17.822, 9.515], [14.928, 18.476, 11.059], [13.398, 19.429, 8.658], [13.272, 19.577, 10.486], [11.914, 18.860, 9.529], [15.405, 14.954, 9.633], [13.805, 15.480, 9.718], [8.268, 16.177, 8.935], [9.547, 16.172, 9.720], [9.872, 14.875, 10.465], [8.826, 14.517, 11.360], [9.055, 13.322, 12.010], [10.680, 16.514, 8.960], [8.132, 17.142, 8.470], [7.384, 16.068, 9.562], [8.204, 15.497, 8.139], [9.309, 16.896, 10.481], [10.815, 15.040, 10.905], [9.839, 14.178, 9.688], [8.084, 12.959, 12.431], [9.809, 13.486, 12.791], [9.492, 12.560, 11.319], [11.570, 16.181, 9.427], [10.640, 16.105, 8.042], [15.372, 12.188, 14.101], [14.031, 11.930, 13.283], [12.860, 11.711, 14.217], [12.874, 10.538, 14.976], [12.305, 9.404, 14.279], [13.713, 13.092, 12.419], [15.307, 11.706, 15.044], [15.399, 13.292, 14.234], [16.288, 11.822, 13.535], [14.244, 11.054, 12.661], [11.926, 11.798, 13.602], [12.985, 12.620, 14.875], [11.189, 9.501, 14.321], [12.502, 8.652, 14.968], [12.780, 9.186, 13.321], [12.960, 12.749, 11.793], [14.442, 13.442, 11.814], [6.342, 18.209, 16.470], [7.354, 16.993, 16.557], [7.137, 16.181, 15.281], [8.028, 15.056, 15.190], [7.296, 13.882, 15.431], [8.780, 17.381, 16.728], [5.360, 17.874, 16.604], [6.461, 18.815, 15.513], [6.670, 18.777, 17.268], [7.065, 16.333, 17.405], [7.431, 16.756, 14.422], [6.067, 15.866, 15.182], [7.957, 13.032, 15.508], [6.534, 13.607, 14.632], [6.766, 13.867, 16.426], [9.109, 17.974, 16.000], [9.209, 16.441, 16.530], [11.607, 21.402, 16.825], [10.480, 20.378, 16.482], [9.138, 21.019, 16.642], [9.043, 22.172, 15.640], [7.787, 22.906, 15.772], [10.510, 19.682, 15.151], [11.839, 22.118, 16.077], [12.596, 20.888, 16.903], [11.297, 21.950, 17.772], [10.451, 19.593, 17.239], [9.097, 21.431, 17.625], [8.371, 20.349, 16.321], [6.918, 22.301, 15.281], [7.825, 23.806, 15.119], [7.618, 23.282, 16.761], [11.211, 18.925, 15.171], [10.779, 20.408, 14.499], [15.697, 22.663, 12.136], [14.388, 22.140, 12.777], [14.923, 21.068, 13.690], [15.520, 19.964, 13.084], [15.797, 18.840, 13.923], [13.690, 23.137, 13.552], [16.259, 21.839, 11.723], [16.333, 23.059, 13.030], [15.482, 23.460, 11.435], [13.818, 21.643, 11.983], [14.117, 20.657, 14.368], [15.653, 21.588, 14.349], [14.885, 18.504, 14.437], [16.484, 19.114, 14.755], [16.100, 18.003, 13.233], [12.712, 22.925, 13.714], [13.788, 24.074, 13.138]]
}



Entry 2:
{
  "formula": "C43H60AsBaBrN7",
  "method": "ωB97M-V/def2-TZVPD",
  "lumo_ev": 1.253,
  "e_above_lowest_kj_mol": 342.1,
  "spin_multiplicity": 1,
  "orbital_gap_ev": 3.445,
  "e_tot_ha": -6893.216319,
  "e_homo_ev": -2.192,
  "charge": -1,
  "species": ["Ba", "C", "C", "C", "C", "C", "C", "C", "C", "C", "C", "C", "C", "N", "C", "C", "N", "C", "C", "C", "C", "C", "C", "C", "C", "C", "C", "C", "C", "C", "C", "C", "C", "C", "C", "C", "C", "C", "C", "H", "H", "H", "H", "H", "H", "H", "H", "H", "H", "H", "H", "H", "H", "H", "H", "H", "H", "H", "H", "H", "H", "H", "H", "H", "H", "H", "H", "H", "H", "H", "H", "H", "H", "H", "H", "H", "H", "H", "H", "C", "N", "C", "C", "N", "N", "C", "N", "N", "H", "H", "H", "H", "H", "H", "H", "H", "H", "H", "H", "C", "As", "C", "C", "H", "H", "H", "H", "H", "H", "H", "H", "H", "Br"],
  "xyz": [[1.378, 0.114, -0.657], [-0.704, -3.894, 2.366], [-1.149, -2.454, 2.660], [-2.490, -2.536, 3.403], [-0.057, -1.719, 3.424], [0.383, -2.288, 4.620], [1.481, -1.805, 5.303], [2.179, -0.718, 4.785], [1.746, -0.069, 3.641], [2.422, 1.183, 3.134], [3.853, 1.364, 3.642], [1.597, 2.431, 3.466], [0.584, -0.539, 2.937], [0.172, 0.195, 1.820], [-1.203, 0.509, 1.815], [-1.954, 0.705, 0.694], [-1.466, 0.511, -0.605], [-2.164, 1.124, -1.624], [-2.596, 0.423, -2.784], [-3.443, 1.029, -3.699], [-3.835, 2.352, -3.564], [-3.279, 3.103, -2.536], [-2.429, 2.534, -1.595], [-1.698, 3.440, -0.616], [-2.622, 4.178, 0.354], [-0.836, 4.450, -1.383], [-2.099, -0.984, -3.050], [-3.238, -1.998, -3.123], [-1.262, -1.013, -4.326], [-3.347, 0.954, 1.100], [-4.560, 1.094, 0.462], [-5.721, 1.350, 1.241], [-5.695, 1.475, 2.608], [-4.458, 1.313, 3.296], [-4.230, 1.398, 4.699], [-2.956, 1.224, 5.182], [-1.845, 0.928, 4.348], [-2.042, 0.810, 2.991], [-3.352, 1.041, 2.513], [-1.463, -4.423, 1.780], [-0.558, -4.449, 3.297], [0.243, -3.928, 1.829], [-1.318, -1.924, 1.721], [-2.375, -3.067, 4.353], [-3.219, -3.085, 2.799], [-2.897, -1.554, 3.615], [-0.134, -3.162, 5.007], [1.801, -2.274, 6.227], [3.045, -0.343, 5.320], [2.473, 1.118, 2.045], [3.889, 1.591, 4.711], [4.310, 2.203, 3.111], [4.464, 0.471, 3.470], [1.313, 2.430, 4.524], [0.689, 2.461, 2.868], [2.175, 3.337, 3.267], [-3.810, 0.449, -4.542], [-4.524, 2.800, -4.271], [-3.497, 4.164, -2.466], [-1.021, 2.817, -0.026], [-3.291, 4.860, -0.184], [-2.027, 4.777, 1.048], [-3.240, 3.494, 0.932], [-1.442, 5.074, -2.048], [-0.078, 3.945, -1.985], [-0.313, 5.110, -0.686], [-1.473, -1.232, -2.185], [-3.942, -1.737, -3.919], [-3.795, -2.019, -2.186], [-2.866, -3.007, -3.332], [-1.861, -0.723, -5.193], [-0.860, -2.015, -4.518], [-0.430, -0.304, -4.267], [-4.653, 1.042, -0.616], [-6.666, 1.473, 0.720], [-6.603, 1.693, 3.161], [-5.053, 1.604, 5.375], [-2.785, 1.298, 6.252], [-0.874, 0.776, 4.804], [5.458, 1.549, -4.793], [4.832, 0.292, -4.381], [3.963, -0.235, -5.424], [4.147, 0.466, -3.112], [3.020, 0.952, -2.871], [5.043, 0.083, -2.075], [4.859, -0.798, -1.007], [6.029, -1.455, -0.661], [3.756, -0.956, -0.404], [6.126, 1.357, -5.631], [6.045, 1.957, -3.970], [4.722, 2.307, -5.090], [4.484, -0.183, -6.379], [3.026, 0.325, -5.531], [3.729, -1.278, -5.219], [2.400, 1.139, -3.655], [5.953, -0.035, -2.491], [6.780, -1.541, -1.317], [5.970, -2.166, 0.042], [3.692, -1.770, 0.199], [0.178, -3.824, -2.736], [1.396, -2.254, -2.222], [2.992, -3.464, -2.291], [0.822, -2.683, -0.329], [0.477, -4.628, -2.069], [0.319, -4.090, -3.782], [-0.828, -3.467, -2.548], [3.163, -3.822, -1.280], [3.845, -2.899, -2.662], [2.729, -4.278, -2.957], [1.241, -3.656, -0.082], [-0.256, -2.813, -0.437], [0.967, -1.983, 0.507], [2.523, 2.894, -0.096]]
}



Entry 3:
{
  "formula": "C32H32NOSc",
  "method": "ωB97M-V/def2-TZVPD",
  "lumo_ev": -0.307,
  "e_above_lowest_kj_mol": 197.8,
  "spin_multiplicity": 1,
  "orbital_gap_ev": 6.891,
  "e_tot_ha": -2129.230252,
  "e_homo_ev": -7.197,
  "species": ["C", "C", "C", "H", "C", "C", "H", "C", "C", "C", "H", "C", "C", "H", "H", "H", "H", "H", "H", "Sc", "C", "C", "C", "H", "H", "H", "H", "H", "H", "C", "C", "H", "H", "O", "N", "C", "H", "C", "C", "H", "C", "H", "C", "H", "C", "H", "C", "H", "H", "H", "C", "C", "C", "C", "C", "C", "C", "C", "C", "C", "H", "H", "H", "H", "H", "H", "H"],
  "xyz": [[2.257, -0.318, 1.675], [2.471, -0.985, 0.418], [2.205, -0.055, -0.623], [2.796, -2.021, 0.269], [1.754, 1.164, -0.036], [1.809, 1.021, 1.382], [1.494, 2.068, -0.584], [-0.884, -2.414, 2.073], [0.354, -2.891, 1.561], [0.221, -3.073, 0.162], [1.216, -3.130, 2.164], [-1.123, -2.703, -0.206], [-1.797, -2.291, 1.009], [2.357, -0.214, -1.689], [1.523, 1.785, 2.108], [2.386, -0.753, 2.673], [-2.827, -1.936, 1.067], [0.960, -3.494, -0.517], [-1.130, -2.215, 3.102], [0.084, -0.432, 0.696], [-1.562, -2.183, -1.597], [-3.071, -1.946, -1.689], [-0.922, -2.885, -2.802], [-3.611, -2.856, -1.445], [-3.396, -1.577, -2.671], [-3.366, -1.167, -0.954], [-1.228, -3.926, -2.841], [0.170, -2.890, -2.728], [-1.187, -2.443, -3.768], [-0.938, -0.679, -1.435], [-1.178, 0.802, -1.922], [0.172, -0.800, -1.612], [-1.389, -0.419, -0.399], [-1.133, 1.626, -0.887], [-1.181, 1.248, -3.235], [-0.108, 2.291, -3.540], [-2.064, 1.708, -3.423], [1.180, 1.537, -3.773], [2.414, 2.148, -3.532], [2.434, 3.132, -3.059], [3.609, 1.525, -3.932], [4.563, 2.056, -3.817], [3.579, 0.250, -4.514], [4.501, -0.225, -4.854], [2.353, -0.412, -4.671], [2.304, -1.411, -5.125], [1.161, 0.226, -4.287], [0.189, -0.260, -4.441], [-0.014, 3.030, -2.710], [-0.365, 2.899, -4.431], [-0.052, 1.099, 6.484], [0.568, 0.108, 5.691], [0.209, -0.049, 4.363], [-0.735, 0.819, 3.739], [-1.045, 0.771, 2.362], [-1.993, 1.645, 1.896], [-2.628, 2.637, 2.683], [-2.319, 2.738, 4.018], [-1.372, 1.842, 4.572], [-1.002, 1.951, 5.924], [0.211, 1.193, 7.535], [1.326, -0.552, 6.113], [0.669, -0.848, 3.776], [-2.280, 1.616, 0.861], [-3.345, 3.286, 2.197], [-2.775, 3.496, 4.652], [-1.479, 2.735, 6.524]]
}



Entry 4:
{
  "formula": "C4H4NO4",
  "method": "ωB97M-V/def2-TZVPD",
  "lumo_ev": 3.749,
  "e_above_lowest_kj_mol": 353.5,
  "spin_multiplicity": 1,
  "orbital_gap_ev": 8.046,
  "e_tot_ha": -510.477726,
  "smiles": "CC(=O)[C@]1(C(=O)[O-])NO1",
  "e_homo_ev": -4.297,
  "charge": -1,
  "species": ["C", "C", "C", "C", "N", "O", "O", "O", "O", "H", "H", "H", "H"],
  "xyz": [[-0.818, -0.319, -0.559], [1.645, 0.826, -0.027], [0.781, -0.418, 0.152], [-1.624, 0.685, 0.143], [1.360, -1.645, -0.002], [2.771, 0.557, -0.373], [-1.141, -0.992, -1.496], [1.015, 1.859, 0.084], [0.693, -1.290, 1.218], [-1.168, 1.672, 0.395], [-1.719, 0.409, 1.111], [-2.490, 1.013, -0.265], [0.693, -2.357, -0.384]]
}